Here is C16H15CdN as an isolated structure at a distorted geometry from the Open Molecules 2025 dataset. Energies are from the ωB97M-V functional and the def2-TZVPD basis.

The calculation puts the HOMO-LUMO gap (spin up / spin down) at 5.1 / 5.0 eV. Its total energy is -22887.6694 eV. The calculation puts the LUMO energy (spin up / spin down) at -0.61 / -0.63 eV.

Each line ends with the natural charge from an NBO analysis.
Element x y z (Å)
Cd  0.559  0.122  -1.697  0.38
C  0.504  0.722  -5.025  -0.86
H  1.590  0.868  -4.993  0.22
H  0.278  -0.315  -5.288  0.21
H  0.090  1.377  -5.799  0.20
H  0.049  0.982  -4.056  0.20
H  -1.684  0.955  -1.208  0.24
C  -3.199  -1.903  -1.962  -0.22
C  -3.348  -2.382  -0.647  -0.23
C  -2.548  -1.851  0.374  -0.17
C  -1.659  -0.793  0.120  -0.12
C  -1.685  -0.145  -1.167  -0.35
C  -2.350  -0.829  -2.235  -0.20
C  -0.607  -0.443  1.079  0.20
C  -0.607  -0.872  2.426  -0.24
C  0.396  -0.465  3.276  -0.13
C  1.402  0.404  2.823  -0.14
C  2.379  0.933  3.701  -0.16
C  3.352  1.795  3.237  -0.23
C  3.360  2.168  1.881  -0.19
C  2.407  1.677  0.989  -0.24
C  1.419  0.776  1.439  0.26
N  0.483  0.226  0.585  -0.63
H  -3.756  -2.382  -2.769  0.22
H  -4.059  -3.182  -0.417  0.22
H  -2.546  -2.323  1.360  0.21
H  -2.231  -0.446  -3.254  0.22
H  -1.396  -1.532  2.781  0.22
H  0.411  -0.761  4.329  0.22
H  2.351  0.614  4.746  0.21
H  4.118  2.175  3.915  0.22
H  4.127  2.857  1.523  0.22
H  2.400  1.974  -0.066  0.23